1.
{"formula": "C55H69N2O7STi", "method": "wB97M-V/def2-TZVPD", "charge": 1, "orbital_gap_ha": 0.2520, "lumo_energy_ev": -3.2, "elements": ["Ti", "C", "O", "C", "C", "C", "C", "C", "C", "C", "C", "C", "C", "C", "C", "C", "C", "C", "C", "C", "C", "C", "C", "C", "C", "C", "C", "C", "C", "C", "C", "C", "C", "O", "C", "C", "C", "C", "C", "O", "C", "C", "C", "C", "C", "C", "O", "C", "C", "C", "C", "H", "H", "H", "H", "H", "H", "H", "H", "H", "H", "H", "H", "H", "H", "H", "H", "H", "H", "H", "H", "H", "H", "H", "H", "H", "H", "H", "H", "H", "H", "H", "H", "H", "H", "H", "H", "H", "H", "H", "H", "H", "H", "H", "H", "H", "H", "H", "H", "H", "H", "H", "H", "H", "H", "H", "H", "H", "H", "O", "C", "C", "C", "C", "C", "C", "C", "O", "O", "H", "H", "H", "H", "H", "C", "N", "C", "N", "S", "H", "H", "H", "H", "H", "H"], "xyz": [[-0.900928, -0.456713, -0.316971], [0.678875, 3.566973, 1.512664], [0.273182, 2.371896, 0.848106], [-1.072859, 2.276241, 0.632907], [-1.896563, 1.629790, 1.553558], [-1.322643, 1.011668, 2.810316], [-1.307432, -0.501365, 2.814371], [-2.100940, -1.230959, 3.675149], [-2.028093, -2.627675, 3.739005], [-1.083204, -3.256464, 2.944257], [-0.237713, -2.566723, 2.069768], [0.858916, -3.395781, 1.412926], [1.770713, -2.815012, 0.357897], [3.147079, -2.901472, 0.509655], [4.031286, -2.411443, -0.449055], [3.492164, -1.761385, -1.552227], [2.121148, -1.642375, -1.753756], [1.595126, -0.879135, -2.952096], [1.632663, 0.627306, -2.775250], [2.689077, 1.387740, -3.267320], [2.701422, 2.775100, -3.171913], [1.603726, 3.391983, -2.571767], [0.522008, 2.682632, -2.072626], [-0.691751, 3.450855, -1.577625], [-1.604518, 2.823038, -0.548870], [-2.973532, 2.818963, -0.713434], [-3.847325, 2.280818, 0.246299], [-3.283234, 1.653494, 1.341607], [-5.354985, 2.463525, 0.080363], [-5.821336, 1.918906, -1.273076], [-6.146651, 1.765699, 1.188205], [-5.657493, 3.969310, 0.144861], [0.581963, 1.296731, -2.167362], [-0.468785, 0.557579, -1.682451], [3.812221, 3.632572, -3.780616], [3.259277, 4.338589, -5.027174], [4.282851, 4.694808, -2.777148], [5.017411, 2.789106, -4.201408], [1.303607, -2.231623, -0.806549], [-0.110508, -2.190897, -0.992746], [-0.657696, -3.403548, -1.584917], [5.544441, -2.592002, -0.333960], [6.241825, -1.227344, -0.375359], [5.945216, -3.289287, 0.965896], [6.023964, -3.447294, -1.515733], [-0.411260, -1.188225, 1.979354], [0.272744, -0.435839, 1.027985], [-2.923927, -3.381106, 4.719352], [-2.783746, -4.896052, 4.580079], [-4.393130, -3.010471, 4.478058], [-2.519858, -2.980195, 6.146530], [0.388373, 4.454374, 0.944779], [1.761043, 3.509071, 1.590615], [0.234450, 3.623653, 2.510266], [-1.905090, 1.349768, 3.668002], [-0.297379, 1.358086, 2.943012], [-2.786414, -0.696705, 4.322327], [-0.964477, -4.331172, 3.002991], [0.396566, -4.312539, 1.034537], [1.503378, -3.731062, 2.228497], [3.526094, -3.369421, 1.407881], [4.149521, -1.331078, -2.299477], [0.575066, -1.185118, -3.187474], [2.211126, -1.134413, -3.815051], [3.497102, 0.867139, -3.766351], [1.565706, 4.473979, -2.513459], [-1.302702, 3.705143, -2.447931], [-0.326232, 4.404408, -1.188190], [-3.382496, 3.265989, -1.612863], [-3.913668, 1.188678, 2.089537], [-5.653383, 0.844239, -1.344432], [-5.314575, 2.400675, -2.111370], [-6.891815, 2.099133, -1.390088], [-5.952721, 0.692041, 1.225043], [-7.213546, 1.906105, 1.009209], [-5.922045, 2.188337, 2.170227], [-5.141930, 4.515431, -0.646295], [-5.343863, 4.386633, 1.103724], [-6.729195, 4.140741, 0.031270], [2.417001, 4.983676, -4.772984], [2.917104, 3.611814, -5.765919], [4.032618, 4.957575, -5.487033], [3.490219, 5.401305, -2.530490], [5.107974, 5.268395, -3.203842], [4.623812, 4.245339, -1.842959], [4.771118, 2.105316, -5.015239], [5.412344, 2.194047, -3.373234], [5.816609, 3.441848, -4.555238], [-0.714127, -4.171748, -0.817879], [0.009709, -3.706725, -2.387645], [-1.635827, -3.156053, -1.977288], [5.943361, -0.622800, 0.481808], [6.002062, -0.673638, -1.284817], [7.324695, -1.367364, -0.342758], [5.631210, -2.718102, 1.842126], [7.031263, -3.384587, 1.003420], [5.525841, -4.294743, 1.036043], [5.811518, -2.964781, -2.471091], [5.536181, -4.423785, -1.514899], [7.102302, -3.604661, -1.451012], [-3.030911, -5.231190, 3.570348], [-3.470346, -5.386142, 5.271213], [-1.776919, -5.239511, 4.825574], [-4.710265, -3.289542, 3.472837], [-4.571724, -1.940500, 4.592922], [-5.025010, -3.530678, 5.199896], [-1.477022, -3.235556, 6.343899], [-3.143561, -3.505996, 6.871812], [-2.641683, -1.908851, 6.312777], [-4.847893, -1.594059, 1.385103], [-5.425376, -1.756789, 0.177570], [-6.788977, -2.051849, 0.177117], [-7.461908, -2.229784, -1.012219], [-6.799251, -2.127154, -2.237701], [-5.455776, -1.838171, -2.245180], [-4.750364, -1.642415, -1.048502], [-3.333878, -1.287284, -1.155388], [-2.686884, -1.241011, -2.190431], [-2.699017, -1.006446, -0.005190], [-3.913088, -1.351751, 1.264667], [-7.294562, -2.130396, 1.130253], [-8.520808, -2.453414, -0.990705], [-7.336101, -2.268542, -3.164905], [-4.909789, -1.739820, -3.174042], [6.507929, 2.476859, -0.532601], [5.145131, 2.030534, -0.337051], [4.635570, 1.606506, 0.832223], [5.459432, 1.672401, 1.901436], [3.076110, 1.007885, 0.948947], [6.655288, 2.703952, -1.584764], [7.225100, 1.702117, -0.248318], [6.720550, 3.388629, 0.032569], [4.515185, 1.952941, -1.120582], [6.340202, 2.155939, 1.878213], [5.063932, 1.431708, 2.792434]], "forces_ev_per_angstrom": [[-0.16, 0.13, -0.11], [0.00, -0.01, -0.01], [0.00, -0.03, 0.00], [-0.02, 0.02, -0.07], [-0.02, 0.05, -0.01], [0.01, -0.02, -0.02], [0.04, 0.05, 0.03], [0.00, -0.04, -0.03], [-0.05, 0.07, 0.02], [0.02, -0.02, -0.02], [0.00, -0.04, 0.01], [-0.02, 0.04, -0.03], [0.01, -0.02, 0.01], [0.00, 0.01, 0.02], [-0.01, -0.01, 0.00], [0.00, -0.01, 0.01], [0.02, 0.01, -0.03], [0.01, 0.02, 0.01], [0.03, 0.01, -0.01], [0.00, -0.02, -0.02], [0.01, 0.01, 0.00], [-0.02, 0.02, 0.01], [0.03, 0.02, -0.02], [0.00, -0.01, 0.00], [0.05, 0.02, 0.03], [-0.03, -0.02, -0.02], [0.02, -0.01, 0.02], [0.00, 0.04, 0.03], [-0.01, 0.01, 0.02], [-0.03, -0.01, -0.06], [0.01, 0.01, 0.01], [0.03, -0.01, 0.03], [-0.12, 0.05, 0.04], [0.09, -0.09, 0.07], [0.00, -0.01, 0.01], [-0.01, 0.01, -0.01], [0.01, 0.01, 0.00], [0.01, -0.01, 0.00], [-0.03, -0.02, 0.00], [0.21, -0.17, 0.00], [0.01, 0.09, -0.02], [-0.01, 0.00, 0.00], [0.00, 0.01, 0.00], [0.01, -0.01, 0.01], [0.00, 0.00, -0.01], [0.08, 0.01, 0.06], [-0.14, -0.06, 0.05], [0.04, -0.01, 0.01], [0.01, -0.03, 0.00], [0.00, 0.04, -0.01], [-0.01, 0.00, 0.01], [0.00, 0.00, 0.00], [0.00, 0.00, 0.00], [0.00, 0.01, 0.00], [0.00, 0.00, 0.01], [0.00, 0.01, -0.01], [0.01, 0.00, 0.00], [0.00, 0.01, 0.01], [-0.01, 0.02, -0.02], [0.00, 0.00, 0.01], [0.00, 0.01, 0.00], [0.00, 0.00, 0.00], [0.00, 0.00, 0.00], [0.00, 0.00, 0.00], [0.00, 0.00, 0.01], [0.00, 0.00, 0.00], [0.00, -0.01, 0.00], [-0.01, 0.01, 0.00], [0.02, 0.00, 0.02], [-0.02, -0.01, 0.00], [0.00, -0.03, -0.01], [-0.01, -0.01, 0.03], [0.01, 0.00, -0.01], [0.00, 0.04, -0.02], [0.00, 0.00, 0.00], [0.00, 0.00, -0.01], [-0.01, 0.01, -0.01], [0.00, 0.01, -0.01], [-0.01, 0.00, 0.00], [0.00, 0.00, 0.00], [0.00, 0.00, 0.00], [0.00, 0.00, 0.00], [0.00, -0.01, -0.01], [0.00, 0.00, 0.00], [0.01, -0.02, 0.01], [0.00, 0.00, 0.00], [-0.01, 0.00, 0.00], [0.00, 0.00, 0.00], [-0.01, -0.01, -0.01], [0.00, -0.01, -0.01], [-0.01, -0.01, -0.01], [0.00, 0.00, 0.00], [0.00, 0.00, 0.00], [0.00, 0.00, 0.00], [0.00, 0.00, -0.01], [0.00, 0.00, 0.00], [0.00, 0.00, -0.01], [0.00, 0.00, 0.00], [0.00, 0.00, 0.00], [0.00, 0.00, 0.00], [-0.01, -0.01, 0.01], [0.00, 0.00, -0.01], [0.00, 0.01, 0.00], [0.00, -0.01, -0.01], [0.00, -0.01, 0.01], [0.00, -0.01, -0.01], [0.00, 0.00, -0.01], [0.00, 0.01, 0.00], [-0.01, -0.01, 0.00], [-0.01, -0.01, 0.00], [0.00, 0.01, 0.03], [0.00, 0.00, 0.00], [-0.01, -0.01, -0.01], [-0.01, 0.00, 0.01], [0.01, -0.02, 0.00], [-0.01, 0.02, -0.04], [0.02, 0.08, 0.08], [-0.03, 0.04, 0.02], [0.01, -0.11, -0.04], [0.00, -0.02, -0.01], [0.00, 0.00, 0.00], [0.00, 0.00, 0.00], [0.00, 0.00, 0.00], [0.00, 0.00, 0.00], [0.00, -0.01, 0.00], [0.01, 0.00, -0.02], [-0.02, 0.03, 0.00], [-0.01, -0.01, 0.02], [0.05, -0.03, 0.02], [0.00, 0.00, 0.00], [0.00, 0.00, 0.00], [0.00, 0.00, 0.00], [0.00, 0.00, -0.01], [0.00, 0.00, 0.00], [0.01, 0.00, 0.00]]}



2.
{"formula": "C26H44N5O5", "method": "wB97M-V/def2-TZVPD", "spin_multiplicity": 3, "charge": 1, "orbital_gap_ha": [0.1837, 0.2269], "lumo_energy_ev": [-4.9, -4.9], "elements": ["N", "C", "O", "C", "N", "C", "C", "C", "C", "O", "O", "C", "C", "N", "H", "H", "H", "H", "H", "H", "H", "H", "C", "C", "C", "C", "C", "C", "N", "O", "C", "C", "C", "H", "H", "H", "H", "H", "H", "H", "H", "H", "H", "H", "H", "H", "H", "H", "H", "H", "H", "C", "C", "C", "C", "C", "C", "N", "O", "C", "C", "C", "H", "H", "H", "H", "H", "H", "H", "H", "H", "H", "H", "H", "H", "H", "H", "H", "H", "H"], "xyz": [[2.700332, 0.701826, -3.902161], [1.579286, 0.777738, -3.643520], [0.295929, 0.879226, -3.355465], [0.010402, 1.779590, -2.354611], [-0.266457, 3.009576, -2.804564], [-0.610113, 4.008107, -1.981708], [-0.669234, 3.757025, -0.636732], [-0.379041, 2.480449, -0.157252], [-0.456084, 2.239786, 1.336644], [0.386191, 1.627424, 1.908267], [-1.486882, 2.834285, 1.959619], [-0.021618, 1.440180, -1.031073], [0.327700, 0.038758, -0.596464], [1.756209, -0.002540, -0.267838], [-0.252428, 3.157071, -3.808362], [-0.853635, 4.957145, -2.434447], [-0.960665, 4.557108, 0.028142], [-2.285996, 2.862478, 1.416366], [0.062848, -0.666245, -1.386502], [-0.291078, -0.225983, 0.258987], [2.233552, -0.593366, -0.938793], [1.883581, -0.480377, 0.620494], [4.390380, -0.169732, 5.375811], [3.595690, -1.123767, 4.458885], [3.413238, -2.492096, 5.121660], [4.682192, -3.341495, 5.151469], [5.291608, -3.460241, 3.756241], [5.544391, -2.104368, 3.095423], [4.280076, -1.299793, 3.135738], [3.467081, -1.632669, 2.205515], [6.703875, -1.377227, 3.789470], [5.950809, -2.292476, 1.640167], [2.232885, -0.488337, 4.213372], [5.004937, 0.516368, 4.795192], [3.703081, 0.435274, 5.965546], [5.033964, -0.694381, 6.079532], [2.636659, -3.042293, 4.581021], [3.037415, -2.332162, 6.134755], [5.408434, -2.925586, 5.854324], [4.437805, -4.336433, 5.526186], [6.236679, -4.005602, 3.797025], [4.616950, -4.043432, 3.121760], [6.817038, -0.366620, 3.395774], [7.627072, -1.920753, 3.590401], [6.601840, -1.314000, 4.868031], [5.222872, -2.879434, 1.085836], [6.906427, -2.815532, 1.608263], [6.068890, -1.329838, 1.141143], [2.329670, 0.464641, 3.691220], [1.758122, -0.307919, 5.177788], [1.580447, -1.135330, 3.631528], [-5.318783, 1.081199, -5.214338], [-4.159369, 1.148955, -4.198775], [-3.331954, -0.139613, -4.237008], [-4.024462, -1.333988, -3.583236], [-4.482621, -0.991225, -2.165996], [-5.355400, 0.263331, -2.099919], [-4.642257, 1.380410, -2.798190], [-3.742150, 1.922308, -2.058395], [-6.732536, -0.004613, -2.720798], [-5.594488, 0.667722, -0.651892], [-3.292563, 2.336682, -4.573443], [-6.191403, 1.623086, -4.854373], [-5.019273, 1.543239, -6.153974], [-5.619155, 0.061420, -5.445133], [-2.379235, 0.034974, -3.721663], [-3.089862, -0.359872, -5.279075], [-4.867503, -1.668291, -4.191623], [-3.330195, -2.174472, -3.546315], [-5.041007, -1.823099, -1.733606], [-3.600181, -0.841512, -1.534326], [-7.316034, 0.914455, -2.778028], [-7.272356, -0.705485, -2.085374], [-6.691730, -0.445726, -3.711804], [-4.664252, 0.795088, -0.103254], [-6.173782, -0.113894, -0.161809], [-6.158022, 1.599299, -0.594900], [-3.836750, 3.279446, -4.505249], [-2.930503, 2.226422, -5.596417], [-2.425500, 2.399725, -3.919188]], "forces_ev_per_angstrom": [[-0.59, -0.01, 0.09], [0.34, -0.02, 0.00], [0.27, -0.12, -0.20], [0.11, 0.14, -0.27], [-0.02, 0.07, 0.08], [-0.07, 0.00, -0.12], [-0.02, -0.05, 0.09], [-0.21, 0.03, -0.15], [-0.02, -0.06, -0.16], [0.06, 0.05, 0.12], [-0.06, -0.21, 0.20], [-0.22, 0.09, 0.33], [0.22, -0.19, 0.15], [-0.25, -0.53, -0.04], [0.01, 0.03, -0.04], [0.05, 0.01, -0.01], [0.03, -0.04, 0.07], [0.03, 0.17, -0.12], [-0.06, 0.10, -0.08], [0.04, 0.06, 0.07], [0.13, 0.14, -0.07], [0.18, 0.29, 0.18], [0.08, 0.01, -0.08], [0.10, 0.63, 0.43], [0.00, -0.29, -0.05], [0.02, 0.10, -0.03], [-0.21, -0.16, 0.13], [0.69, 0.31, 0.02], [-0.35, -1.00, 0.25], [-0.18, 0.34, -0.47], [-0.08, 0.08, 0.06], [-0.10, -0.09, -0.15], [-0.13, -0.03, -0.11], [-0.02, 0.02, -0.01], [-0.06, -0.06, 0.01], [0.04, -0.02, -0.04], [0.01, 0.05, -0.07], [-0.01, 0.02, 0.01], [0.01, 0.03, -0.02], [0.01, -0.01, 0.02], [0.02, 0.01, -0.01], [-0.02, 0.07, -0.04], [0.00, 0.00, -0.02], [-0.01, -0.03, -0.05], [-0.03, 0.00, 0.01], [-0.03, 0.03, 0.02], [0.03, 0.01, 0.03], [0.00, 0.01, 0.01], [0.01, 0.00, 0.01], [0.02, 0.02, 0.02], [0.04, 0.00, -0.03], [-0.11, 0.04, 0.14], [-0.42, 0.19, -0.58], [0.15, -0.17, 0.16], [-0.06, 0.10, 0.02], [0.27, -0.10, -0.13], [-0.77, -0.07, 0.03], [0.91, -0.67, 0.28], [-0.07, 0.33, 0.14], [0.03, 0.06, -0.12], [0.11, 0.06, 0.13], [0.42, 0.23, -0.13], [0.00, 0.03, -0.01], [0.09, -0.03, 0.01], [-0.03, -0.01, 0.06], [-0.04, 0.06, 0.03], [0.01, 0.01, -0.01], [-0.03, 0.03, 0.01], [-0.01, -0.02, -0.02], [-0.02, 0.00, 0.01], [-0.01, 0.08, 0.01], [0.00, 0.01, 0.02], [0.02, 0.01, 0.05], [0.03, 0.01, -0.01], [0.02, 0.01, -0.03], [-0.02, -0.01, -0.01], [-0.01, 0.00, -0.02], [-0.08, -0.04, 0.02], [-0.12, -0.09, -0.04], [-0.10, 0.00, 0.03]]}



3.
{"formula": "CHO2S2", "method": "wB97M-V/def2-TZVPD", "charge": -1, "orbital_gap_ha": [0.2611, 0.2611], "lumo_energy_ev": [3.5, 3.5], "elements": ["C", "O", "O", "S", "S", "H"], "xyz": [[0.717765, 0.399612, 0.010606], [-1.229163, 1.123814, -0.104958], [-0.629488, -1.877282, -0.043808], [1.839423, 1.513345, 0.068608], [0.724017, -1.259278, 0.143935], [-1.422555, 0.099790, -0.074382]], "forces_ev_per_angstrom": [[-2.61, 0.36, 0.10], [2.61, -4.32, 0.22], [-0.55, -0.23, 0.04], [0.64, 0.73, -0.02], [0.08, 0.77, -0.20], [-0.17, 2.69, -0.14]]}



The energy results, record by record, are as follows: -4021.10120; -1666.69582; -985.51419 Ha.